# 1
# C6H7NO3

C6H7NO3 in the gas phase (the ωB97M-V functional and the def2-TZVPD basis, the Open Molecules 2025 dataset).

Last column: natural (NBO) charge in e.
Element x y z (Å)
O 0.135089 3.526364 -1.578918  -0.265
N -0.537275 2.551146 -1.634159  0.377
O -0.004406 1.519169 -0.829021  -0.403
C -0.762938 0.328150 -0.722314  0.048
C -0.097497 -0.820458 -1.411243  -0.359
C 0.910655 -1.215426 -0.672785  0.349
O 1.799668 -1.962013 0.009130  -0.421
C 1.400945 -0.713806 0.591315  0.002
C 0.360842 -0.408181 1.611068  -0.440
C -0.959078 -0.146538 0.757296  -0.417
H -1.821775 0.374338 -1.116323  0.218
H -0.547748 -1.418967 -2.136368  0.220
H 2.229663 -0.031323 0.505035  0.190
H 0.596092 0.531899 2.099218  0.230
H 0.388334 -1.349919 2.334835  0.235
H -1.636031 0.384278 1.467896  0.219
H -1.454541 -1.148715 0.725338  0.217

Atomic forces in eV per Å
-0.93 -1.86 0.02
0.57 0.93 0.22
0.25 1.02 0.33
-2.25 -0.91 0.38
0.96 -0.61 0.37
1.08 1.18 1.63
-0.36 -2.21 -0.54
0.91 1.99 -1.40
-0.39 -2.04 -0.06
-0.56 -1.22 2.40
1.17 0.76 0.11
-0.73 -0.51 -1.33
0.22 0.29 0.19
0.36 -0.27 0.41
-0.84 2.22 -1.08
0.31 0.48 -1.11
0.23 0.78 -0.55

Calculated values
SMILES	O=NO[C@H]1C=C2O[C@@H]2CC1
spin multiplicity	1
E_HOMO	-9.5	eV
Kohn-Sham gap	9.619	eV

# 2
# C16H20N4O2S

C16H20N4O2S in the gas phase (the ωB97M-V functional and the def2-TZVPD basis, the Open Molecules 2025 dataset).

Last column: natural (NBO) charge in e.
Element x y z (Å)
C 1.185095 0.785184 4.696699  -0.605
C 1.482712 2.074324 3.940218  -0.394
C 2.271560 1.802814 2.657338  -0.306
C 2.756460 3.095703 1.976929  -0.381
C 3.912177 3.760030 2.715371  -0.604
C 1.373553 1.084031 1.655335  0.705
O 0.198467 1.327174 1.526440  -0.602
N 2.058415 0.177696 0.886647  -0.633
C 1.586877 -0.613239 -0.159193  0.243
C 2.520507 -1.333290 -0.906274  -0.252
C 2.111976 -2.141724 -1.949189  -0.189
C 0.771571 -2.237632 -2.278570  -0.224
C -0.166090 -1.521917 -1.538449  -0.126
C -1.620833 -1.612363 -1.817584  0.679
O -2.481978 -1.549184 -0.967661  -0.580
N -1.942605 -1.775210 -3.144451  -0.616
C -3.236466 -1.874506 -3.573937  0.196
N -3.561596 -2.011867 -4.816219  -0.309
N -4.876312 -2.090977 -4.999051  -0.264
C -5.568104 -2.017313 -3.921039  0.034
C -7.044518 -2.080840 -3.870846  -0.656
S -4.584643 -1.827850 -2.467326  0.393
C 0.236528 -0.723554 -0.474057  -0.222
H 0.628738 1.000538 5.605416  0.214
H 0.588693 0.114066 4.083040  0.211
H 2.107442 0.276313 4.972668  0.196
H 0.544048 2.559554 3.668631  0.226
H 2.047625 2.749804 4.583401  0.201
H 3.140228 1.177647 2.893031  0.194
H 3.079288 2.861923 0.958002  0.199
H 1.915404 3.786808 1.903868  0.214
H 3.615476 4.069494 3.713501  0.205
H 4.241735 4.642382 2.172246  0.215
H 4.755521 3.077804 2.803618  0.198
H 3.052334 0.098932 1.054328  0.397
H 3.571133 -1.261718 -0.661212  0.208
H 2.845037 -2.701939 -2.509720  0.220
H 0.464325 -2.894415 -3.078779  0.215
H -1.232932 -1.775592 -3.862761  0.427
H -7.445263 -1.170873 -3.427007  0.227
H -7.364504 -2.923895 -3.260463  0.227
H -7.432739 -2.194549 -4.879124  0.244
H -0.504344 -0.187772 0.096183  0.273

Atomic forces in eV per Å
0.00 0.22 -0.03
0.13 -0.26 -0.06
-0.38 0.39 0.02
0.19 -0.09 0.10
-0.19 -0.04 -0.12
0.59 -0.06 0.25
-0.35 0.07 -0.02
0.40 -0.13 0.02
-0.23 -0.18 -0.34
-0.10 0.02 0.02
0.06 0.03 0.02
-0.20 0.07 0.02
0.53 -0.06 0.16
0.09 -0.07 -0.37
0.11 0.10 0.27
0.44 0.00 0.00
-1.02 -0.03 0.48
1.69 0.09 0.16
-1.34 -0.12 -0.67
0.42 0.09 0.84
-0.17 0.00 0.08
-0.20 -0.10 -1.02
-0.19 0.03 0.00
-0.06 -0.08 0.10
-0.08 -0.12 -0.01
0.07 -0.08 0.05
0.06 0.09 -0.02
0.00 0.07 -0.03
0.00 -0.03 -0.03
-0.06 0.06 -0.03
-0.06 -0.03 -0.08
0.03 0.05 0.12
0.09 0.09 0.01
0.12 -0.04 0.03
-0.23 0.08 0.09
0.11 0.02 0.02
0.06 -0.05 -0.03
-0.03 -0.06 -0.07
-0.05 0.05 0.10
-0.11 0.03 -0.01
-0.11 -0.04 0.00
-0.01 0.00 -0.03
0.00 0.00 0.01

Calculated values
SMILES	CCC(CC)C(=O)Nc1cccc(C(=O)Nc2nnc(C)s2)c1
spin multiplicity	1
E_HOMO	-8.9	eV
Kohn-Sham gap	9.146	eV

# 3
# C7H10O

A molecular structure, C7H10O (the ωB97M-V functional and the def2-TZVPD basis, the Open Molecules 2025 dataset).

Last column: natural (NBO) charge in e.
Element x y z (Å)
C -1.037444 -0.164604 -0.211924  0.212
C -1.336491 1.279605 -0.196532  -0.420
C -0.472711 0.653652 0.892695  -0.262
C 1.051696 0.387632 0.670400  -0.210
C 1.031560 -1.151159 0.492511  -0.391
C 0.232216 -0.746948 -0.817095  -0.226
C 1.196259 0.491399 -0.864595  -0.395
H -1.974942 -1.699075 0.481902  0.464
H -2.337110 1.519081 0.112136  0.234
H -0.909211 1.934111 -0.896777  0.205
H -0.906651 0.649376 1.922759  0.227
H 1.768149 0.845236 1.374457  0.214
H 0.651518 -1.848702 1.240916  0.204
H 2.082191 -1.465976 0.242222  0.201
H 0.053094 -1.318882 -1.739038  0.224
H 0.910670 1.412394 -1.325889  0.203
H 2.173279 0.229650 -1.244580  0.209
O -2.176070 -1.006797 -0.133573  -0.696

Atomic forces in eV per Å
-1.00 -0.82 -0.07
0.46 -0.32 0.47
-0.28 0.31 1.50
-0.36 0.32 0.80
1.51 -0.21 -1.28
0.19 0.55 -0.72
-0.16 -0.78 0.70
0.10 -0.70 0.52
-0.21 0.02 0.08
0.35 0.81 -0.82
0.57 -0.13 -0.99
-0.41 -0.06 -0.38
-0.43 0.32 -0.01
-0.97 0.01 0.10
0.29 -0.22 0.55
-0.43 0.41 -0.35
0.31 -0.25 0.15
0.45 0.74 -0.25

Calculated values
spin multiplicity	1
E_HOMO	-9.3	eV
Kohn-Sham gap	10.268	eV

# 4
# C5H7Cl

C5H7Cl in the gas phase (the ωB97M-V functional and the def2-TZVPD basis, the Open Molecules 2025 dataset).

Last column: natural (NBO) charge in e.
Element x y z (Å)
C 1.873855 -0.493131 0.127942  -0.613
C 0.673255 0.447223 -0.118544  -0.180
C -0.561278 -0.257763 -0.776902  -0.241
C -1.556509 0.728232 -0.257532  0.005
Cl -3.410362 -0.145643 0.311512  -0.322
C -0.564680 0.225486 0.664659  -0.248
H 1.312936 -1.350577 0.670208  0.212
H 2.622347 0.010363 0.744099  0.224
H 2.255760 -0.775791 -0.840038  0.224
H 0.816832 1.510024 -0.459788  0.207
H -0.733513 -1.281766 -0.990579  0.243
H -2.044813 1.467731 -0.776201  0.231
H -0.683826 -0.084393 1.701165  0.258

Atomic forces in eV per Å
-2.58 0.12 1.00
-0.51 0.41 -1.26
-0.03 0.97 1.76
-1.24 -3.92 0.69
1.91 0.60 -0.62
0.41 1.62 0.86
1.74 0.90 -0.81
-0.05 -0.41 -0.02
0.38 -0.38 -0.03
0.34 -1.26 0.19
0.08 -0.57 -0.67
-0.33 2.31 -0.54
-0.13 -0.39 -0.57

Calculated values
SMILES	C[C@H]1[C@@H]2[C@@H](Cl)[C@H]12
spin multiplicity	1
E_HOMO	-10.0	eV
Kohn-Sham gap	10.621	eV

# 5
# Mg2Mn2N10O30

A molecular structure, Mg2Mn2N10O30 (the ωB97M-V functional and the def2-TZVPD basis, the Open Molecules 2025 dataset).

Last column: Mulliken spin population.
Element x y z (Å)
Mn 1.060579 2.491908 1.816536  4.850
Mn 0.749851 -2.272084 -0.156996  4.846
Mg -2.800064 -0.168404 0.267166  0.000
Mg 1.560311 1.756019 -1.818324  -0.005
N -1.907329 2.489281 2.106140  -0.005
O -0.881053 1.904240 1.777620  0.002
O -2.853931 1.862275 1.941264  0.006
O -1.907106 3.723135 2.717902  0.006
N 3.047016 0.778594 2.684241  -0.037
O 4.041471 0.556674 3.304337  0.016
O 2.713484 0.281026 1.673601  0.032
O 2.404819 1.839785 3.036130  0.069
N 0.939603 -3.338138 -3.826413  0.003
O 1.969067 -3.435960 -4.464554  0.003
O 0.975793 -3.121326 -2.529051  0.018
O -0.152073 -3.529809 -4.471129  0.003
N -1.554606 -2.198952 -1.596251  -0.004
O -1.274818 -1.431251 -0.489053  0.020
O -1.606867 -3.389311 -1.367345  0.009
O -1.790021 -1.701721 -2.595600  0.000
N 2.802096 -0.514261 -1.239751  -0.018
O 3.383802 0.340471 -2.034548  0.000
O 3.102719 -1.625066 -0.897080  0.023
O 1.697480 0.026222 -0.850793  0.024
N -0.956348 1.935986 -2.782595  0.000
O -0.409122 2.109060 -1.569412  0.012
O -2.088634 1.876397 -2.493567  0.000
O -0.190847 1.921790 -3.779806  0.000
N -1.527481 -1.406046 2.638964  -0.002
O -2.656019 -1.030347 2.218017  0.000
O -0.490920 -0.804536 2.260939  0.010
O -1.482435 -2.354914 3.427800  0.001
N 2.508994 -3.139566 2.225610  0.014
O 1.745672 -2.217006 1.555423  0.044
O 1.876184 -3.924493 2.881150  0.005
O 3.727102 -2.942925 2.119311  0.006
N 1.811312 4.540918 -0.390903  0.007
O 1.261787 4.091246 0.591890  0.018
O 1.920265 5.744656 -0.583637  0.017
O 2.203452 3.632083 -1.194327  0.007
N -5.372735 0.175333 -0.013232  0.000
O -4.732147 0.023837 1.125395  -0.001
O -4.385153 0.488745 -0.898951  0.000
O -6.483152 -0.043563 -0.326119  0.000

Atomic forces in eV per Å
-0.90 -0.55 0.01
-0.01 0.48 0.07
-0.04 0.16 1.48
-0.29 0.29 -0.06
1.26 6.02 3.55
4.66 0.07 -0.99
-6.14 -1.74 -0.92
0.71 -4.16 -2.29
1.94 2.40 1.07
1.12 -1.34 1.13
-1.36 -1.94 -3.25
-1.23 1.63 1.46
-2.08 -0.85 -1.04
1.17 0.37 0.67
-0.23 0.26 -0.92
1.34 0.73 2.47
-0.58 -2.40 3.54
0.57 0.45 -0.21
0.50 -0.74 0.59
-0.80 2.92 -4.06
-0.35 2.49 -1.27
0.56 -1.80 0.78
0.35 1.14 -0.94
-1.42 -1.61 1.07
2.68 0.96 4.93
4.87 -0.06 -0.30
-5.17 -0.93 -5.00
-1.54 -0.29 0.71
1.30 -0.85 0.91
-0.49 0.40 -1.29
-0.84 -0.36 -0.10
0.10 0.77 -0.47
-0.28 2.79 -1.51
0.43 -1.51 -0.13
1.07 -0.74 0.25
-1.50 -1.27 0.72
0.47 0.47 -2.14
-1.49 0.06 3.14
0.27 -1.70 -0.16
0.91 0.51 -1.22
6.71 -0.18 0.26
-3.42 -0.34 -0.73
-2.02 -0.37 -0.35
-0.83 0.37 0.52

Calculated values
net charge	-2
spin multiplicity	11
E_HOMO (alpha / beta)	-4.5 / -4.4	eV
Kohn-Sham gap (alpha / beta)	7.953 / 7.537	eV

# 6
# C4H8N2O

C4H8N2O in the gas phase (the ωB97M-V functional and the def2-TZVPD basis, the Open Molecules 2025 dataset).

Last column: natural (NBO) charge in e.
Element x y z (Å)
C 0.994979 -1.305531 -0.853352  -0.499
C -2.030303 0.051278 0.577038  -0.471
N -1.321003 0.449468 -0.624807  -0.185
N -0.505619 1.522367 -0.476357  -0.438
C 1.282644 -0.256698 -0.059086  0.223
C 0.520284 0.934700 0.249142  -0.019
O 2.492250 -0.174077 0.612398  -0.688
H 2.919657 -1.037325 0.598520  0.479
H -0.287128 1.995517 -1.348817  0.377
H 0.028331 -1.420750 -1.310242  0.230
H 1.759951 -2.031058 -1.101585  0.193
H 0.857573 1.483474 1.121865  0.192
H -1.849902 0.710068 1.431882  0.191
H -1.763668 -0.973550 0.856104  0.206
H -3.098045 0.052118 0.327298  0.209

Atomic forces in eV per Å
0.02 0.10 -0.13
0.26 0.04 0.05
-1.23 0.07 -1.08
-0.24 -0.80 0.24
-0.05 0.16 0.14
1.16 0.57 0.77
-0.17 -0.07 -0.03
-0.07 0.04 -0.04
0.02 -0.17 0.04
-0.10 0.06 0.04
0.03 0.00 0.09
0.24 -0.03 -0.06
0.03 0.00 -0.05
0.00 0.04 -0.02
0.11 -0.01 0.04

Calculated values
spin multiplicity	1
E_HOMO (alpha / beta)	-8.2 / -8.1	eV
Kohn-Sham gap (alpha / beta)	7.805 / 8.412	eV

no.,F_max (eV Å⁻¹)
1,2.75
2,1.70
3,2.00
4,4.17
5,7.25
6,1.64